Entry 1:
Here is a cluster of 2 separate species, C27H27F5O9 in total at a distorted geometry from the Open Molecules 2025 dataset. Energies are from ωB97M-V/def2-TZVPD.

The geometry in XYZ format:
```
68
Properties=species:S:1:pos:R:3:forces:R:3:lowdin_charge:R:1
C 4.0683 0.5247 3.9281 -0.888 -0.320 -0.230 -0.08
C 4.1189 -0.6726 2.9677 0.720 0.313 -0.083 -0.21
C 3.8246 -0.3204 1.5055 -0.465 -0.061 -0.355 -0.11
C 2.3342 -0.6208 1.0881 1.868 -0.767 0.131 -0.30
C 2.3132 -2.1383 0.8470 -1.217 0.077 0.533 -0.03
C 1.0818 -2.8836 1.3355 0.387 -0.609 -0.385 -0.14
O 0.1178 -2.9594 0.2747 -0.143 0.186 0.500 -0.03
C -0.8948 -3.8444 0.5439 -0.179 0.094 -0.200 -0.49
O -0.7833 -4.9883 0.2359 0.194 -0.724 -0.159 0.16
C -2.1515 -3.3089 1.1694 0.024 0.124 0.483 -0.13
C -1.9486 -2.4487 2.4121 -0.288 0.237 -0.033 -0.08
O 1.5453 -0.1599 2.2027 -0.110 -0.131 -0.282 0.10
C 1.4562 1.1775 2.0502 0.039 -0.234 -0.485 -0.58
O 1.0893 1.9409 2.8652 -0.343 0.591 0.861 0.20
O 1.8376 1.5418 0.8002 -0.003 -0.270 -0.218 0.09
C 1.9020 0.3236 -0.0285 -0.443 1.493 0.740 -0.19
C 2.9495 0.6371 -1.0834 -0.411 -0.689 -0.126 0.03
C 3.4986 -0.5187 -1.8950 0.177 0.062 -0.051 -0.49
O 4.6652 -0.5872 -2.1117 0.752 0.026 -0.200 0.16
O 2.6402 -1.4641 -2.3646 -0.456 0.216 0.098 0.09
C 0.4197 0.2283 -0.5389 0.029 0.167 -0.472 -0.37
F 0.3744 -0.4244 -1.7344 -0.011 -0.183 0.002 0.10
F -0.3077 -0.5012 0.3389 -0.090 0.223 0.060 0.12
C -0.2688 1.5692 -0.7284 -0.216 0.547 0.199 -0.11
C -0.0357 2.3417 -1.8643 0.080 0.040 0.002 -0.01
C -0.6386 3.5857 -2.0457 -0.070 -0.549 0.713 -0.03
C -1.4993 4.0696 -1.0606 0.459 -0.450 -0.247 0.01
C -1.7428 3.2922 0.0700 -0.181 0.052 -0.130 -0.09
C -2.6572 3.8358 1.1424 0.583 0.088 0.180 -0.59
F -1.9421 4.4568 2.1050 -0.049 -0.055 -0.030 0.14
F -3.5197 4.7445 0.6688 -0.162 -0.060 -0.107 0.14
F -3.3568 2.8675 1.7459 -0.161 -0.087 -0.019 0.15
C -1.1411 2.0494 0.2507 0.155 0.236 -0.548 0.07
H 3.0745 0.5895 4.3635 -0.057 0.086 0.235 0.07
H 4.7938 0.4229 4.7253 0.123 0.090 0.111 0.07
H 4.2016 1.4624 3.3978 0.361 0.157 -0.006 0.08
H 5.1425 -1.0420 2.9861 0.057 -0.242 -0.006 0.11
H 3.4804 -1.4733 3.3284 -0.078 -0.149 0.026 0.11
H 4.4649 -0.8976 0.8428 0.085 -0.068 -0.123 0.12
H 4.0888 0.7216 1.3456 -0.079 0.130 0.053 0.12
H 3.1536 -2.5713 1.3743 0.195 -0.017 0.090 0.12
H 2.4314 -2.3793 -0.2055 0.092 0.155 -0.148 0.13
H 0.6781 -2.4630 2.2526 -0.188 0.264 -0.054 0.12
H 1.3880 -3.9066 1.5615 0.034 -0.105 0.030 0.14
H -2.7334 -4.1812 1.4431 -0.159 -0.152 -0.116 0.12
H -2.7295 -2.7564 0.4310 0.085 0.083 -0.201 0.11
H -1.4699 -2.9986 3.2165 0.214 -0.077 0.040 0.08
H -1.3982 -1.5351 2.2058 0.153 -0.009 0.004 0.06
H -2.9216 -2.1481 2.7924 -0.130 0.044 0.021 0.08
H 3.8104 1.0697 -0.5996 0.071 0.212 0.111 0.13
H 2.5659 1.3790 -1.7779 -0.153 0.092 -0.124 0.14
H 2.5124 -1.3486 -3.3138 0.135 -0.267 -0.079 0.14
H 0.6373 1.9731 -2.6257 -0.055 -0.053 -0.123 0.12
H -0.4214 4.1474 -2.9377 -0.068 0.147 -0.103 0.11
H -1.9552 5.0374 -1.1832 -0.166 0.092 0.084 0.12
H -1.3475 1.4661 1.1321 -0.050 -0.028 0.153 0.13
O -5.7486 -1.4462 -1.8822 0.008 0.003 -0.002 0.11
C -4.9778 -0.7821 -2.5403 -0.030 -0.016 0.028 -0.38
C -3.5308 -0.7311 -2.2159 0.022 0.033 -0.013 0.04
C -2.6873 -0.0002 -2.9388 -0.023 -0.029 0.021 0.03
C -3.1544 0.7955 -4.1000 -0.014 0.024 -0.006 -0.38
O -2.3821 1.4615 -4.7571 0.010 0.003 0.009 0.10
C -4.6019 0.7460 -4.4263 -0.039 -0.014 0.015 0.02
C -5.4462 0.0143 -3.7041 0.026 0.035 -0.036 0.02
H -3.2071 -1.3171 -1.3645 -0.018 0.004 -0.012 0.11
H -1.6315 0.0493 -2.7181 0.029 0.000 -0.039 0.09
H -4.9227 1.3341 -5.2768 0.030 0.009 -0.006 0.12
H -6.5049 -0.0373 -3.9237 -0.006 -0.022 0.029 0.12
```
Positions in Å, forces in eV/Å.

Properties
Strongest force on any atom = 2.024 eV/A
SMILES = CCC[C@@]1(CCOC(=O)CC)OC(=O)O[C@]1(CC(=O)O)C(F)(F)c1cccc(C(F)(F)F)c1.O=C1C=CC(=O)C=C1
Orbital gap = 8.726 eV
Electronic energy = -2221.553788 hartree
LUMO level = -1.56 eV
HOMO energy = -0.3779 hartree

Entry 2:
Here is an isolated molecule of C13H21BFI2N2O3PS at a distorted geometry from the Open Molecules 2025 dataset. Energies are from ωB97M-V/def2-TZVPD.

The geometry in XYZ format:
```
45
Properties=species:S:1:pos:R:3:forces:R:3:lowdin_charge:R:1
H -3.8832 2.9094 -0.3451 -0.003 0.020 0.002 0.05
N -3.9357 1.8956 -0.2610 0.556 -0.315 -0.277 0.12
C -2.8656 1.3561 -0.6858 -0.506 0.283 0.202 -0.22
C -2.7097 -0.1323 -0.6970 -0.092 -0.581 -0.088 -0.17
C -1.5075 -0.6269 0.1507 0.341 0.610 0.745 -0.42
C -1.8301 -1.9103 0.9367 -0.329 -0.737 -0.401 -0.62
I -1.2739 -1.9255 2.9722 -0.024 0.053 -0.001 1.11
C -2.4773 -3.0168 0.5222 0.284 0.659 0.119 -0.78
C -2.8044 -4.2166 1.3718 -0.023 -0.004 -0.146 -0.24
I -3.1120 -3.2969 -1.4710 0.098 -0.093 0.018 1.01
O -1.2996 0.4173 1.1543 -0.268 -0.157 -0.406 -0.05
C -0.0809 0.9971 1.1190 0.205 0.446 0.531 -0.45
O 0.1457 1.9758 1.7836 -0.073 -0.793 -0.327 0.14
C 0.8534 0.2347 0.1857 -0.244 0.237 0.246 -0.17
B 1.8381 1.1479 -0.7179 -0.057 0.172 0.378 -0.56
O 2.3596 0.5287 -1.8488 0.501 0.060 0.511 0.13
N 2.1826 2.4924 -0.3649 -0.468 -0.439 -1.532 -0.06
C 1.0233 3.4176 -0.4934 0.371 0.277 0.761 -0.04
C 3.3505 2.9997 -1.0942 0.179 0.144 0.201 -0.08
C 1.8452 -0.6448 1.0021 0.239 0.277 0.022 -0.31
C 2.1672 -0.1449 2.3939 0.106 -0.369 0.032 -0.02
F 1.3780 -1.9675 1.0535 -0.006 0.150 0.091 -0.07
C -0.1697 -0.5319 -0.6686 -0.272 -0.029 -0.341 -0.32
P 0.4270 -1.9641 -1.6560 -0.012 0.079 -0.669 0.39
S 0.1086 -1.8018 -3.5695 -0.109 -0.035 0.202 0.13
H -2.0285 1.9393 -1.0872 0.003 0.031 0.034 0.11
H -2.5558 -0.4783 -1.7235 0.002 0.150 0.007 0.07
H -3.6359 -0.5990 -0.3565 0.060 0.267 0.118 0.09
H -3.1978 -3.9080 2.3401 0.073 -0.033 -0.001 0.03
H -1.8985 -4.8084 1.5272 -0.050 0.005 0.110 0.08
H -3.5430 -4.8489 0.8835 0.052 0.033 0.014 0.04
H 3.0969 -0.0732 -1.7075 -0.144 -0.111 -0.288 0.11
H 1.2378 4.1528 -1.2705 -0.028 -0.124 -0.103 0.09
H 0.8470 3.9495 0.4412 -0.071 -0.013 -0.054 0.09
H 0.1094 2.8900 -0.7666 -0.028 0.067 0.021 0.07
H 3.7038 3.9217 -0.6288 -0.059 0.022 -0.008 0.09
H 4.1700 2.2813 -1.0467 -0.064 0.018 0.039 0.09
H 3.1406 3.1936 -2.1508 -0.029 0.010 0.035 0.09
H 2.7995 -0.6882 0.4596 -0.135 -0.253 -0.060 0.14
H 2.8984 -0.8218 2.8416 -0.040 0.025 -0.036 0.09
H 2.6130 0.8478 2.3314 -0.150 0.054 0.004 0.10
H 1.2853 -0.1231 3.0313 0.030 0.126 -0.044 0.05
H -0.4414 0.1496 -1.4823 0.117 -0.077 -0.085 0.10
H 1.7838 -2.0582 -1.3386 0.004 -0.084 0.169 -0.01
H -0.1141 -3.1105 -1.0691 0.063 -0.027 0.255 -0.04
```
Positions in Å, forces in eV/Å.

Properties
Strongest force on any atom = 1.661 eV/A
SMILES = [H]/N=C/C[C@]1(/C(I)=C(/C)I)OC(=O)[C@@](B(O)N(C)C)([C@@H](C)F)[C@H]1[PH2]=S
Orbital gap = 8.587 eV
Electronic energy = -2302.863654 hartree
LUMO level = -0.04 eV
HOMO energy = -0.3172 hartree

Entry 3:
Here is the ion C4H10N with charge +1 from the Open Molecules 2025 dataset. Energies are from ωB97M-V/def2-TZVPD.

The geometry in XYZ format:
```
15
Properties=species:S:1:pos:R:3:forces:R:3:lowdin_charge:R:1
C 0.0768 2.2108 0.9978 -0.080 0.030 0.109 -0.09
C 0.9016 1.0871 0.3810 0.205 0.251 0.113 -0.24
C 0.0574 0.1110 -0.3595 0.187 -0.044 -0.122 -0.08
C -0.0018 -1.1733 -0.0693 0.284 0.384 -0.173 -0.08
N -0.8502 -2.0864 -0.8711 -0.742 -0.088 0.263 0.20
H -0.5671 1.8234 1.7865 -0.239 -0.029 -0.167 0.08
H -0.4993 2.7751 0.2660 -0.141 -0.135 -0.024 0.08
H 0.7283 2.9150 1.4881 0.354 0.279 0.091 0.08
H 1.4960 0.6312 1.1709 -0.083 -0.369 -0.027 0.12
H 1.6296 1.4877 -0.3259 -0.039 0.142 -0.117 0.13
H -0.4904 0.5160 -1.2086 -0.146 -0.041 0.061 0.14
H 0.5763 -1.6335 0.7123 -0.119 -0.300 0.090 0.13
H -0.7735 -1.9709 -1.8844 0.503 -0.211 0.033 0.18
H -0.7337 -3.0601 -0.5881 0.391 -0.089 -0.349 0.18
H -1.8346 -1.9109 -0.6843 -0.335 0.217 0.216 0.17
```
Positions in Å, forces in eV/Å.

Properties
Strongest force on any atom = 0.792 eV/A
SMILES = CC/C=C/[NH3+]
ΔE to the lowest compared entry with this formula, charge and spin = 96.28 kJ/mol
Orbital gap = 11.065 eV
Net charge = +1
Electronic energy = -212.883680 hartree
LUMO level = -3.82 eV
HOMO energy = -0.5471 hartree

Entry 4:
Here is a cluster of 2 separate species, C3H8N2OS in total at a distorted geometry from the Open Molecules 2025 dataset. Energies are from ωB97M-V/def2-TZVPD.

The geometry in XYZ format:
```
15
Properties=species:S:1:pos:R:3:forces:R:3:lowdin_charge:R:1
C 1.4047 -0.3331 0.4516 -2.161 -0.197 1.820 -0.19
C 0.7765 0.9023 -0.4390 -0.916 -4.430 1.414 -0.10
C -0.7618 0.6510 -0.2666 -2.914 2.845 -0.788 -0.48
H 2.3349 -2.1542 -0.2426 -4.887 2.456 -0.678 0.22
H 2.4911 0.0505 0.9426 -3.000 -1.851 -1.321 0.15
H 0.3272 -0.7131 1.3608 4.050 1.736 -1.879 0.20
H 1.0298 0.5174 -1.4160 0.034 0.429 -0.652 0.10
H 1.2652 1.8270 -0.2362 -0.322 0.786 0.365 0.09
H -1.2077 2.4430 -0.0814 -0.184 0.731 0.177 0.01
H -0.5377 -1.4254 -0.1828 1.257 -0.833 0.177 -0.02
H -2.7574 0.0207 1.1765 -0.384 -2.438 -2.781 0.03
N -1.7792 1.6083 -0.0965 4.723 -4.103 -0.496 0.04
N -1.1119 -0.6919 -0.4794 -2.813 2.431 0.149 -0.42
O 1.3025 -1.6152 -0.3852 6.517 -0.190 1.853 -0.26
S -2.7762 -1.0872 -0.1058 1.002 2.625 2.642 0.62
```
Positions in Å, forces in eV/Å.

Properties
Strongest force on any atom = 6.778 eV/A
ΔE to the lowest compared entry with this formula, charge and spin = 633.35 kJ/mol
Orbital gap = 8.828 eV
Electronic energy = -701.836275 hartree
LUMO level = 0.22 eV
HOMO energy = -0.3163 hartree